(1)
A gas-phase ion, NO5S (charge -1) at a distorted geometry, computed with ωB97M-V/def2-TZVPD.

Values from the calculation:
- LUMO: 0.149 Eh
- M: 126.07 g mol⁻¹
- Charge: -1
- Energy relative to the best compared isomer or geometry (same formula, charge and spin): 144.5 kJ/mol
- Orbital gap: 0.341 Eh

Each atom is followed by the atoms it is bonded to, with distances in Å.
Element x y z (Å)
1 N 0.374 0.811 1.176  O2 1.212, O4 1.209, O6 1.441
2 O 0.262 -0.209 1.823  N1 1.212
3 O -1.525 -0.656 -2.023  S7 1.476
4 O 1.179 1.695 1.353  N1 1.209
5 O 0.779 -1.461 -1.402  S7 1.477
6 O -0.510 0.835 0.038  N1 1.441, S7 2.105
7 S -0.560 -1.014 -0.965  O3 1.476, O5 1.477, O6 2.105


(2)
A gas-phase ion, NO6P (charge -2) at a distorted geometry, computed with ωB97M-V/def2-TZVPD.

Values from the calculation:
- LUMO: 0.259 Eh
- M: 140.98 g mol⁻¹
- Charge: -2
- Energy relative to the best compared isomer or geometry (same formula, charge and spin): 25.0 kJ/mol
- Orbital gap: 0.264 Eh

Each atom is followed by the atoms it is bonded to, with distances in Å.
Element x y z (Å)
1 N 0.636 -0.252 -1.226  O2 1.211, O5 1.223, O7 1.413
2 O 1.604 0.371 -1.603  N1 1.211
3 O -0.753 -1.185 1.533  P8 1.491
4 O 0.655 0.964 1.565  P8 1.486
5 O 0.590 -1.462 -1.395  N1 1.223
6 O -1.921 1.126 1.502  P8 1.536
7 O -0.504 0.419 -0.730  N1 1.413, P8 2.065
8 P -0.646 0.288 1.326  O3 1.491, O4 1.486, O6 1.536, O7 2.065


(3)
2 unconnected molecules or ions with the total composition NO7S2 at a distorted geometry, computed with ωB97M-V/def2-TZVPD.

Values from the calculation:
- LUMO: 0.070 Eh
- M: 190.13 g mol⁻¹
- Charge: -1
- Energy relative to the best compared isomer or geometry (same formula, charge and spin): 82.1 kJ/mol
- Orbital gap: 0.254 Eh

Each atom is followed by the atoms it is bonded to, with distances in Å.
Element x y z (Å)
1 N -0.583 0.357 2.392  O3 1.223, O4 1.213, S9 2.008
2 O -0.675 0.124 -3.071  S10 1.425
3 O -0.448 -0.674 3.037  N1 1.223
4 O -1.587 1.038 2.372  N1 1.213
5 O 0.940 2.335 1.314  S9 1.457
6 O 0.695 0.232 0.021  S9 1.502
7 O -0.760 -2.081 -2.003  S10 1.425
8 O 1.371 -1.215 -2.874  S10 1.425
9 S 1.039 0.882 1.330  N1 2.008, O5 1.457, O6 1.502
10 S 0.009 -0.997 -2.517  O2 1.425, O7 1.425, O8 1.425


(4)
2 unconnected molecules or ions with the total composition O2P at a distorted geometry, computed with ωB97M-V/def2-TZVPD.

Values from the calculation:
- LUMO (alpha / beta): 0.145 / 0.144 Eh
- M: 62.97 g mol⁻¹
- Charge: -1
- Energy relative to the best compared isomer or geometry (same formula, charge and spin): 569.4 kJ/mol
- Orbital gap (alpha / beta): 0.234 / 0.233 Eh

Each atom is followed by the atoms it is bonded to, with distances in Å.
Element x y z (Å)
1 O 1.989 0.167 0.001  no bonds
2 O -1.413 -0.717 0.001  P3 1.519
3 P -0.576 0.551 -0.003  O2 1.519


(5)
A gas-phase ion, O2S3 (charge -2) at a distorted geometry, computed with ωB97M-V/def2-TZVPD.

Values from the calculation:
- LUMO: 0.229 Eh
- M: 128.20 g mol⁻¹
- Charge: -2
- Energy relative to the best compared isomer or geometry (same formula, charge and spin): 0.0 kJ/mol
- Orbital gap: 0.215 Eh

Each atom is followed by the atoms it is bonded to, with distances in Å.
Element x y z (Å)
1 O -0.278 0.962 -1.263  S5 1.557
2 O -0.283 0.921 1.240  S5 1.499
3 S 2.070 -0.587 0.000  S5 2.208
4 S -1.482 -1.399 0.013  S5 2.091
5 S -0.027 0.103 0.011  O1 1.557, O2 1.499, S3 2.208, S4 2.091


(6)
OS3 in the gas phase at a distorted geometry, computed with ωB97M-V/def2-TZVPD.

Values from the calculation:
- LUMO: -0.034 Eh
- M: 112.20 g mol⁻¹
- Energy relative to the best compared isomer or geometry (same formula, charge and spin): 0.0 kJ/mol
- Orbital gap: 0.295 Eh

Each atom is followed by the atoms it is bonded to, with distances in Å.
Element x y z (Å)
1 O 1.494 0.874 -0.003  S4 1.469
2 S -1.572 0.191 0.440  S3 2.029, S4 2.252
3 S -0.274 -1.361 0.289  S2 2.029, S4 2.040
4 S 0.352 0.296 -0.725  O1 1.469, S2 2.252, S3 2.040


(7)
S2 in the gas phase at a distorted geometry, computed with ωB97M-V/def2-TZVPD.

Values from the calculation:
- LUMO: -0.123 Eh
- M: 64.13 g mol⁻¹
- Energy relative to the best compared isomer or geometry (same formula, charge and spin): 89.7 kJ/mol
- Orbital gap: 0.209 Eh

Each atom is followed by the atoms it is bonded to, with distances in Å.
Element x y z (Å)
1 S 0.000 0.000 1.085  S2 2.170
2 S 0.000 0.000 -1.085  S1 2.170


(8)
S2 in the gas phase at a distorted geometry, computed with ωB97M-V/def2-TZVPD.

Values from the calculation:
- LUMO: -0.143 Eh
- M: 64.13 g mol⁻¹
- Energy relative to the best compared isomer or geometry (same formula, charge and spin): 221.5 kJ/mol
- Orbital gap: 0.205 Eh

Each atom is followed by the atoms it is bonded to, with distances in Å.
Element x y z (Å)
1 S 0.000 0.000 1.204  S2 2.409
2 S 0.000 0.000 -1.204  S1 2.409


(9)
2 unconnected molecules or ions with the total composition S2 at a distorted geometry, computed with ωB97M-V/def2-TZVPD.

Values from the calculation:
- LUMO: -0.199 Eh
- M: 64.13 g mol⁻¹
- Energy relative to the best compared isomer or geometry (same formula, charge and spin): 753.0 kJ/mol
- Orbital gap: 0.145 Eh

Each atom is followed by the atoms it is bonded to, with distances in Å.
Element x y z (Å)
1 S 0.000 0.000 1.853  no bonds
2 S 0.000 0.000 -1.853  no bonds


(10)
2 unconnected molecules or ions with the total composition S2 at a distorted geometry, computed with ωB97M-V/def2-TZVPD.

Values from the calculation:
- LUMO: -0.200 Eh
- M: 64.13 g mol⁻¹
- Energy relative to the best compared isomer or geometry (same formula, charge and spin): 764.3 kJ/mol
- Orbital gap: 0.143 Eh

Each atom is followed by the atoms it is bonded to, with distances in Å.
Element x y z (Å)
1 S -1.703 -0.198 0.766  no bonds
2 S 1.703 0.198 -0.766  no bonds


(11)
2 unconnected molecules or ions with the total composition S2 at a distorted geometry, computed with ωB97M-V/def2-TZVPD.

Values from the calculation:
- LUMO: -0.199 Eh
- M: 64.13 g mol⁻¹
- Energy relative to the best compared isomer or geometry (same formula, charge and spin): 753.9 kJ/mol
- Orbital gap: 0.145 Eh

Each atom is followed by the atoms it is bonded to, with distances in Å.
Element x y z (Å)
1 S 0.978 0.662 1.431  no bonds
2 S -0.978 -0.662 -1.431  no bonds


What did the first record say?
A gas-phase ion, NO5S (charge -1) at a distorted geometry, computed with ωB97M-V/def2-TZVPD.

Values from the calculation:
- LUMO: 0.149 Eh
- M: 126.07 g mol⁻¹
- Charge: -1
- Energy relative to the best compared isomer or geometry (same formula, charge and spin): 144.5 kJ/mol
- Orbital gap: 0.341 Eh

Each atom is followed by the atoms it is bonded to, with distances in Å.
Element x y z (Å)
1 N 0.374 0.811 1.176  O2 1.212, O4 1.209, O6 1.441
2 O 0.262 -0.209 1.823  N1 1.212
3 O -1.525 -0.656 -2.023  S7 1.476
4 O 1.179 1.695 1.353  N1 1.209
5 O 0.779 -1.461 -1.402  S7 1.477
6 O -0.510 0.835 0.038  N1 1.441, S7 2.105
7 S -0.560 -1.014 -0.965  O3 1.476, O5 1.477, O6 2.105


The highest M belongs to which entry? NO7S2